Formula: C3H9NS2
Source: the OMol25 dataset
Level of theory: ωB97M-V/def2-TZVPD

```
15
Properties=species:S:1:pos:R:3:nbo_charge:R:1
H 0.5741 -0.6421 1.9917 0.2187
C 0.5931 0.0369 1.1425 -0.5107
H -1.1125 -1.5774 -2.3585 0.3523
S -0.6258 1.3686 1.4765 0.0680
C 0.2364 -0.8116 -0.0928 -0.4209
H 1.0451 -1.3643 -0.5656 0.2299
H 1.5642 0.5105 1.0155 0.2126
H -1.5714 0.0938 -0.8298 0.1639
H -0.9306 -0.1385 -3.1339 0.3586
C -0.5399 -0.0358 -1.1922 -0.2243
H -0.4636 -1.5686 0.2710 0.1922
H 1.4659 1.5276 2.9805 0.1321
S 0.4442 2.3982 2.9622 -0.1440
N -0.5220 -0.7805 -2.4595 -0.8273
H -0.1571 0.9831 -1.2074 0.1988
```

## Properties
Gap between HOMO and LUMO in eV: 8.734
SMILES: NCCCSS
Energy in hartree: -970.80385
E_HOMO in eV: -8.2
Molecular weight in Da: 123.25

Formula: C3H9NS2
Source: the OMol25 dataset
Level of theory: ωB97M-V/def2-TZVPD

```
15
Properties=species:S:1:pos:R:3:nbo_charge:R:1
S 0.5966 1.9066 1.1586 0.0904
N 0.0096 -2.4677 0.6559 -0.8859
H 0.8184 1.6418 -1.2652 0.2114
H 1.0948 -0.6465 0.3434 0.1818
H 1.5466 3.1424 -0.6593 0.2283
H -1.2070 -0.0924 -1.0846 0.2121
S -1.2599 1.0295 1.1113 0.0905
H 0.4651 -1.4720 -1.0608 0.1867
C -1.0675 -0.3651 -0.0373 -0.5646
H -0.2213 3.0207 -0.7629 0.2271
C 0.6947 2.4675 -0.5670 -0.7510
H -0.4729 -2.6229 1.5092 0.3776
H -1.8400 -1.0821 0.2361 0.2393
H 0.6108 -3.2347 0.4440 0.3704
C 0.2320 -1.2249 -0.0215 -0.2140
```

## Properties
Gap between HOMO and LUMO in eV: 9.045
SMILES: CSSCCN
Energy in hartree: -970.81234
E_HOMO in eV: -8.3
Molecular weight in Da: 123.25

Formula: C3H9NS2
Source: the OMol25 dataset
Level of theory: ωB97M-V/def2-TZVPD

```
15
Properties=species:S:1:pos:R:3:nbo_charge:R:1
H 2.0896 1.8291 2.3959 0.2241
H 1.8019 0.3198 1.5380 0.2124
C 1.7489 0.7988 2.5171 -0.7614
H 1.0691 -1.0268 -2.6996 0.2042
H -0.5169 -0.9582 -3.6246 0.1982
C -0.6705 -1.1147 -1.5165 0.0207
H -0.0988 1.5648 0.7545 0.1316
C -0.0076 -0.9806 -2.6689 -0.5414
H -0.3157 -1.6754 -0.6539 0.1796
S -0.8684 2.0240 1.7547 -0.1383
H -2.5245 -1.2162 -0.8322 0.3648
S 0.0839 0.7963 3.1754 0.0953
N -1.9093 -0.5143 -1.2314 -0.7915
H -2.3195 -0.1071 -2.0645 0.3653
H 2.4379 0.2603 3.1561 0.2363
```

## Properties
Gap between HOMO and LUMO in eV: 8.845
SMILES: C=CN.CSS
Energy in hartree: -970.77501
E_HOMO in eV: -8.3
Molecular weight in Da: 123.25

Formula: C3H9O
Source: the OMol25 dataset
Level of theory: ωB97M-V/def2-TZVPD

```
13
Properties=species:S:1:pos:R:3:nbo_charge:R:1
H -1.1931 -0.3785 0.4387 0.0628
H -2.6543 0.2365 -0.3603 0.0721
H -0.2525 -0.5851 -2.1227 0.1832
O -0.9887 1.5053 -0.3420 -0.9727
H 2.2765 -0.2772 2.5728 0.1903
C -1.5521 0.2412 -0.4021 -0.0204
H 2.7936 1.2785 1.8137 0.1974
H 2.7626 -0.1606 0.8452 0.2001
H -2.0213 -0.3748 -2.4286 0.1751
H 1.1829 0.5332 1.3453 0.2746
H -1.3205 -1.7097 -1.3632 0.1593
C 2.2210 0.3263 1.6922 -0.8682
C -1.2539 -0.6350 -1.6890 -0.6536
```

## Properties
Gap between HOMO and LUMO in eV: 6.278
Energy in hartree: -194.89703
E_HOMO in eV: -2.0
Total charge: -1
Molecular weight in Da: 61.10

Formula: C3H9O
Source: the OMol25 dataset
Level of theory: ωB97M-V/def2-TZVPD

```
13
Properties=species:S:1:pos:R:3:lowdin_spin:R:1
C -0.5992 -0.5251 -1.2499 0.0013
C 0.2472 0.3153 -0.4824 -0.0085
H -1.1118 1.6340 1.5002 0.0057
C 1.2884 -0.2784 0.3447 0.2005
H 0.9245 -1.3017 0.5948 0.0102
O -1.1613 0.7106 1.1996 0.6727
H -0.6085 -0.2214 -2.2791 -0.0015
H 1.5353 0.2072 1.3426 0.0803
H -0.8780 0.1996 2.0007 -0.0002
H -0.4932 -1.6094 -1.0677 -0.0004
H -1.7859 -0.2514 -0.9185 -0.0068
H 2.3290 -0.2249 -0.0753 0.0493
H 0.3135 1.3456 -0.9098 -0.0025
```

## Properties
Gap between HOMO and LUMO (spin up / spin down) in eV: 11.419 / 5.357
Multiplicity: 2
Energy in hartree: -193.95880
E_HOMO (spin up / spin down) in eV: -23.2 / -23.0
Total charge: +2
<S²>: 0.77
Molecular weight in Da: 61.10

Formula: C3H9O2
Source: the OMol25 dataset
Level of theory: ωB97M-V/def2-TZVPD

```
14
Properties=species:S:1:pos:R:3:nbo_charge:R:1
H -0.9761 -1.9519 0.9531 0.0985
H -1.2736 0.1581 -0.8315 0.2061
H 0.5721 1.4989 -0.2622 0.2476
H 0.2910 1.3757 1.5793 0.1797
O 1.6862 -0.0503 -1.8773 -1.1140
C -0.2962 -1.2768 0.3542 0.0101
H -1.9919 0.1432 0.8976 0.1580
O 0.2812 -1.7620 -0.7350 -0.8803
H 1.0282 -0.9965 -1.4884 0.4954
C -1.0859 0.1832 0.1883 -0.4436
C -0.1738 1.4431 0.5552 -0.6398
H 0.5061 -1.0345 1.0552 0.0867
H -0.6857 2.4746 0.6625 0.1722
H 2.1184 -0.2048 -1.0512 0.4234
```

## Properties
Gap between HOMO and LUMO in eV: 8.029
Energy in hartree: -270.14702
E_HOMO in eV: -3.6
Total charge: -1
Molecular weight in Da: 77.10

Formula: C3H9O2
Source: the OMol25 dataset
Level of theory: ωB97M-V/def2-TZVPD

```
14
Properties=species:S:1:pos:R:3:nbo_charge:R:1
H 1.2665 0.9418 -2.4325 0.0237
H -0.0613 0.4974 0.5054 0.3165
H -0.2118 -1.7447 1.3293 0.1565
C -1.1893 -1.2581 1.1349 -0.0801
H 2.8501 0.4934 -1.7233 0.1171
C 2.0708 1.1551 -1.5326 -0.2007
C -0.9984 -0.1853 0.1473 -0.7283
H -1.7039 -2.1595 0.6685 0.1284
H 2.2172 2.3148 -1.6824 0.0904
H -1.9203 0.4521 0.0051 0.1842
O 1.7419 1.0614 -0.1909 -0.9902
H -0.5459 -0.6332 -0.7833 0.2428
O -1.8979 -0.9070 2.3401 -0.7232
H -1.6177 -0.0281 2.2144 0.4632
```

## Properties
Gap between HOMO and LUMO in eV: 6.197
Energy in hartree: -270.09341
E_HOMO in eV: -2.2
Total charge: -1
Molecular weight in Da: 77.10

Formula: C3H9O2PS
Source: the OMol25 dataset
Level of theory: ωB97M-V/def2-TZVPD

```
16
Properties=species:S:1:pos:R:3:nbo_charge:R:1
H 1.5885 2.0923 1.2942 0.2253
H -0.8474 -2.2302 0.2094 0.2288
H 2.4413 2.2445 -0.4827 0.2561
O 2.2703 -0.6087 -0.8788 -0.9731
C -0.5671 -1.6975 -0.7261 -0.9871
C 2.3462 1.8110 0.5903 -0.7981
H -1.4133 -1.6328 -1.5050 0.2598
O -0.9073 1.0168 -0.9163 -1.0603
H 3.3519 1.9403 0.9184 0.2218
S 2.0612 -0.0750 0.4826 0.8975
C -1.3927 0.0556 1.6573 -1.0034
H -0.6880 0.5803 2.2740 0.2427
H -1.7120 -0.8238 2.1705 0.2487
H -2.2780 0.6628 1.3650 0.2589
H 0.2979 -2.0353 -1.1833 0.2748
P -0.5025 -0.0133 0.0215 1.7075
```

## Properties
Gap between HOMO and LUMO in eV: 8.290
Energy in hartree: -1009.66936
E_HOMO in eV: -8.2
Molecular weight in Da: 140.14

Formula: C3H9O2S
Source: the OMol25 dataset
Level of theory: ωB97M-V/def2-TZVPD

```
15
Properties=species:S:1:pos:R:3:nbo_charge:R:1
S -0.7629 -1.0366 -2.3517 -0.1553
H -1.2918 -0.2931 -0.0316 0.2729
O 0.0637 1.2806 0.9028 -0.8728
H -0.2326 0.5021 1.7267 0.5116
C 0.8923 -0.3397 -0.2689 -0.4490
H -1.6528 -0.1072 -2.7238 0.1118
H 1.7976 1.6188 -0.4748 0.1047
C 0.7655 1.2284 -0.2258 -0.0112
H 0.2338 1.6877 -1.1261 0.1093
H 1.6839 -0.6988 -0.9536 0.1673
H -0.6188 -1.8822 -0.1732 0.2126
H -1.0458 0.0987 3.0767 0.4186
C -0.4734 -0.8824 -0.5207 -0.4784
O -0.6974 -0.5056 2.4552 -1.1678
H 1.3386 -0.6707 0.6887 0.2257
```

## Properties
Gap between HOMO and LUMO in eV: 7.318
Energy in hartree: -668.32960
E_HOMO in eV: -4.0
Total charge: -1
Molecular weight in Da: 109.17

Formula: C3H9O2S
Source: the OMol25 dataset
Level of theory: ωB97M-V/def2-TZVPD

```
15
Properties=species:S:1:pos:R:3:nbo_charge:R:1
S 2.2391 0.9391 1.5685 -0.1301
H -0.2027 1.8826 0.0631 0.1780
H -0.0708 -1.4817 -1.9883 0.5287
C -0.3911 0.9370 0.5808 -0.4380
H -1.8630 -0.5489 0.8434 0.0617
C -1.5241 0.0549 -0.0469 0.0122
H -0.7079 1.1905 1.6010 0.1641
H -2.4095 0.7295 -0.1947 0.0843
O 0.7212 -1.9610 -2.4005 -1.0162
O -1.1746 -0.6372 -1.1338 -0.9669
C 0.8814 0.0843 0.6225 -0.4671
H 1.1147 -1.2605 -2.9257 0.4382
H 0.6313 -0.8562 1.1022 0.2092
H 1.5145 0.9758 2.6983 0.1036
H 1.2415 -0.0482 -0.3899 0.2384
```

## Properties
Gap between HOMO and LUMO in eV: 6.509
Energy in hartree: -668.37775
E_HOMO in eV: -3.3
Total charge: -1
Molecular weight in Da: 109.17

Formula: C3H9O2S
Source: the OMol25 dataset
Level of theory: ωB97M-V/def2-TZVPD

```
15
Properties=species:S:1:pos:R:3:nbo_charge:R:1
O 1.3268 0.0651 -0.2146 -0.6937
O -1.0917 0.1469 0.4082 -0.8452
H 2.5722 -1.2833 -0.8955 0.2398
H 0.7614 3.2369 0.4823 0.2763
C 0.2544 2.3933 -0.1112 -0.8059
H 1.9283 -1.7044 0.6215 0.2015
C 1.6462 -1.3559 -0.3167 -0.2362
H -2.8560 -1.2259 -0.4328 0.2422
S 0.3326 0.8267 0.8456 1.5452
H 0.7536 2.3158 -1.0725 0.2844
H -0.7969 2.6827 -0.2542 0.2848
H -2.4229 -1.2431 1.3130 0.2198
H 0.7821 -1.7807 -0.7812 0.1961
C -2.0489 -1.2316 0.3179 -0.1206
H -1.1411 -1.8425 0.0902 0.2115
```

## Properties
Gap between HOMO and LUMO in eV: 10.451
Energy in hartree: -667.97515
E_HOMO in eV: -15.2
Total charge: +1
Molecular weight in Da: 109.17

Formula: C3H9O3
Source: the OMol25 dataset
Level of theory: ωB97M-V/def2-TZVPD

```
15
Properties=species:S:1:pos:R:3:nbo_charge:R:1
O -0.7367 -1.0786 -1.3739 -0.8003
C 0.6566 -0.6476 -1.1915 -0.0604
O -0.3625 0.5026 2.0645 -0.7871
H -0.7825 0.9654 1.3320 0.5150
O -1.8399 0.9841 -0.2495 -1.3033
H 0.9688 -0.1833 -2.1794 0.1411
H -0.1751 -1.3092 1.1079 0.1805
C 0.5224 -0.3755 1.3023 -0.0722
H 1.3973 -1.5279 -1.1964 0.1387
C 0.8281 0.2985 -0.0625 -0.5031
H 0.1770 1.1291 -0.2327 0.2734
H -1.2364 -0.2986 -0.9441 0.5200
H -2.7535 1.2961 -0.3420 0.4295
H 1.8322 0.8269 0.0868 0.1799
H 1.5041 -0.5820 1.8784 0.1483
```

## Properties
Gap between HOMO and LUMO in eV: 8.327
Energy in hartree: -345.40546
E_HOMO in eV: -4.0
Total charge: -1
Molecular weight in Da: 93.10

Formula: C3H9O3PS
Source: the OMol25 dataset
Level of theory: ωB97M-V/def2-TZVPD

```
17
Properties=species:S:1:pos:R:3:lowdin_spin:R:1
H -0.8508 3.0305 -0.2200 0.0004
H -0.5442 -2.3945 0.5910 -0.0003
O 1.3566 0.4072 1.9911 0.2802
H 0.3993 -2.5109 2.1074 0.0146
S -1.2172 0.8404 -1.2329 0.3854
H -2.5935 2.6417 -0.3280 0.0038
H -1.0071 -1.4290 2.0058 0.0004
H -1.6888 3.1577 -1.7898 0.0076
C -1.6415 2.6304 -0.8438 0.1480
C -0.1714 -1.8508 1.4515 0.0906
H 3.1879 -1.2130 0.5388 0.0090
O -0.5480 0.8490 -2.5240 0.2415
H 2.0362 -2.1286 -0.4897 0.0025
H 2.5107 -0.4829 -0.9327 0.0042
O -2.4512 0.0760 -1.1296 0.2484
C 2.3058 -1.1527 -0.0991 0.0903
P 0.9174 -0.4703 0.9040 0.4732
```

## Properties
Gap between HOMO and LUMO (spin up / spin down) in eV: 8.424 / 7.957
Multiplicity: 3
Energy in hartree: -1084.87978
E_HOMO (spin up / spin down) in eV: -7.6 / -10.5
<S²>: 2.01
Molecular weight in Da: 156.14

Formula: C3H9O3SSi
Source: the OMol25 dataset
Level of theory: ωB97M-V/def2-TZVPD

```
17
Properties=species:S:1:pos:R:3:nbo_charge:R:1
H -1.7925 0.1877 -1.1070 0.1974
H 0.0747 1.1174 -1.3784 0.1833
H 1.2803 -2.6134 -1.6014 -0.2912
Si 2.2923 -2.2289 -0.6356 1.6387
O 1.4733 -0.4997 -0.4395 -1.0584
H -3.0467 0.3633 1.1700 0.1829
H -2.5865 1.6529 -0.3921 0.1822
H 0.0347 2.5552 -0.5124 0.1857
H -1.5570 -0.6837 1.1831 0.2200
H 3.6113 -1.7367 -1.1118 -0.2750
O 2.5035 0.9256 1.2947 -0.9633
C -0.3146 1.5178 -0.5036 -0.5812
S 1.2840 0.2917 0.7836 1.5030
H -1.5716 0.9731 1.8520 0.1968
O 2.1072 -3.0943 0.6262 -1.2890
C -1.7366 0.9672 -0.3081 -0.4326
C -2.0558 0.3047 1.0805 -0.5996
```

## Properties
Gap between HOMO and LUMO (spin up / spin down) in eV: 7.428 / 7.427
Energy in hartree: -1033.10761
E_HOMO (spin up / spin down) in eV: -3.8 / -3.8
Total charge: -1
Molecular weight in Da: 153.25

Formula: C3H9OS
Source: the OMol25 dataset
Level of theory: ωB97M-V/def2-TZVPD

```
14
Properties=species:S:1:pos:R:3:nbo_charge:R:1
H -2.0952 0.7948 1.0958 0.1960
H -1.3868 1.1582 -0.7063 0.1522
C -1.7016 0.4993 -0.0041 -1.1729
H 2.2195 1.5461 1.2164 0.1295
H 0.6679 -0.3553 0.9304 0.4804
O 0.9318 -0.0852 1.7831 -0.7593
H 0.6874 -2.2042 -1.3074 0.2043
H 0.6296 1.4770 0.3355 0.2194
H 0.8300 1.8348 2.2318 0.1780
S -1.2980 -1.3101 -0.1718 -0.0330
C 1.1309 1.3596 1.3127 -0.2928
H -0.5606 -2.3666 -2.5755 0.1877
H 0.0333 -0.6718 -2.3093 0.2102
C -0.0883 -1.6765 -1.8316 -0.6996
```

## Properties
Gap between HOMO and LUMO in eV: 4.444
Energy in hartree: -592.96828
E_HOMO in eV: -0.5
Total charge: -1
Molecular weight in Da: 93.17

Formula: C3H9S2
Source: the OMol25 dataset
Level of theory: ωB97M-V/def2-TZVPD

```
14
Properties=species:S:1:pos:R:3:nbo_charge:R:1
S -0.0924 0.6032 -2.4149 -0.7246
H -1.7137 0.1071 2.2686 0.1862
H -0.3388 0.8171 0.1984 0.2691
H 0.5863 -0.6143 0.2409 0.2336
S -2.2447 -1.2179 0.2467 -0.0294
C -1.1085 -0.5802 1.5842 -0.4758
H -0.8724 -1.4106 2.2643 0.1847
H 1.9957 0.5130 -1.0459 0.1596
H -3.0543 -1.8217 1.1176 0.0743
C 0.0669 0.0720 0.9091 -0.6710
H 0.7642 0.5365 1.6349 0.1905
H 2.3167 0.2636 -2.8015 0.1731
C 1.7025 0.8339 -2.0461 -0.7408
H 1.9924 1.8983 -2.1562 0.1705
```

## Properties
Gap between HOMO and LUMO in eV: 5.448
Energy in hartree: -916.07489
E_HOMO in eV: -2.2
Total charge: -1
Molecular weight in Da: 109.24

Formula: C3H9S2
Source: the OMol25 dataset
Level of theory: ωB97M-V/def2-TZVPD

```
14
Properties=species:S:1:pos:R:3:lowdin_spin:R:1
H -4.2693 -1.1798 -0.8619 0.0000
H 4.5634 0.9229 0.5182 0.0069
C -1.2450 0.6288 -0.7883 0.0004
H 4.7042 -0.1608 1.6928 -0.0015
H -2.8941 -2.3226 -1.1149 0.0000
C 3.9667 0.5840 1.3567 0.0831
H -2.6907 -1.0037 0.1705 0.0000
S 2.1812 -0.0750 1.3472 0.8840
H -0.8458 1.5986 -1.0461 -0.0001
S -2.1851 -0.1449 -2.0984 0.0002
C -3.0817 -1.2315 -0.8612 0.0000
H -0.3938 -0.0153 -0.5024 0.0014
H 3.7980 1.4899 1.9711 0.0256
H -1.6080 0.9095 0.2167 0.0000
```

## Properties
Gap between HOMO and LUMO (spin up / spin down) in eV: 9.338 / 6.391
Multiplicity: 2
Energy in hartree: -915.96062
E_HOMO (spin up / spin down) in eV: -8.5 / -8.5
<S²>: 0.75
Molecular weight in Da: 109.24

Formula: C3HAuO3
Source: the OMol25 dataset
Level of theory: ωB97M-V/def2-TZVPD

```
8
Properties=species:S:1:pos:R:3:lowdin_spin:R:1
O -3.3436 -0.1512 -0.0910 0.3114
O 2.1935 -0.8445 -0.1569 0.0911
H 2.5887 -0.9375 0.7420 0.0049
C 1.2548 0.0209 -0.0148 0.2279
C -0.9409 0.4544 -0.1784 0.5833
C -2.1922 0.0624 -0.1310 0.1830
O 0.0845 -0.5381 -0.0484 0.0822
Au 0.3552 1.9336 -0.1214 0.5161
```

## Properties
Gap between HOMO and LUMO (spin up / spin down) in eV: 8.910 / 8.587
Multiplicity: 3
Energy in hartree: -475.32797
E_HOMO (spin up / spin down) in eV: -20.6 / -22.1
Total charge: +2
<S²>: 2.02
Molecular weight in Da: 282.00

Formula: C3HBr
Source: the OMol25 dataset
Level of theory: ωB97M-V/def2-TZVPD

```
5
Properties=species:S:1:pos:R:3:nbo_charge:R:1
C 0.6123 -0.5943 -0.0099 -0.0900
Br -1.7287 1.1089 0.0145 -0.0239
C -0.1723 -2.5378 0.0168 0.2829
H 1.0149 1.3970 -0.0418 0.2487
C 0.2738 0.6262 0.0204 -0.4178
```

## Properties
Gap between HOMO and LUMO (spin up / spin down) in eV: 7.052 / 7.564
Energy in hartree: -2688.53997
E_HOMO (spin up / spin down) in eV: -8.9 / -10.0
Molecular weight in Da: 116.94

Formula: C3HBr6NO
Source: the OMol25 dataset
Level of theory: ωB97M-V/def2-TZVPD

```
12
Properties=species:S:1:pos:R:3:nbo_charge:R:1
C -0.8491 -1.3874 1.6562 -0.3950
Br 1.9976 0.7331 -2.9784 0.1162
Br 1.8518 2.5544 -0.5636 0.0505
Br -0.8602 1.8619 -2.1522 0.1537
H 0.9494 -0.9968 -0.7107 0.2451
Br -2.5933 -0.6940 1.7292 0.2603
N -0.3304 0.0733 0.3204 0.1538
Br -0.5449 -3.1280 0.9294 0.1679
O -1.1563 0.9558 0.4702 -0.4057
C 0.7850 1.1259 -1.4971 -0.2973
C 0.5973 0.0336 -0.5390 -0.1824
Br 0.1530 -1.1318 3.3357 0.1329
```

## Properties
Gap between HOMO and LUMO (spin up / spin down) in eV: 8.566 / 8.568
Energy in hartree: -15688.81622
E_HOMO (spin up / spin down) in eV: -9.5 / -9.5
Molecular weight in Da: 546.47